[1]
Molecular formula: C51H119N17O17
Method: DFT, ωB97M-V/def2-TZVPD

## Properties
**Spin multiplicity**: 1
**E_HOMO**: -0.324 Ha

Geometry as XYZ:
```
204
Properties=species:S:1:pos:R:3:lowdin_charge:R:1
C 3.367 -6.567 2.298 -0.35
O 3.609 -5.945 1.314 0.02
N 2.724 -6.062 3.432 -0.13
C 2.671 -6.817 4.732 -0.05
C 2.285 -4.634 3.625 -0.03
H 3.790 -7.571 2.453 0.14
H 3.273 -6.300 5.479 0.08
H 3.086 -7.824 4.741 0.08
H 1.627 -6.882 5.038 0.08
H 2.772 -4.005 4.370 0.08
H 2.340 -4.076 2.690 0.07
H 1.244 -4.550 3.936 0.06
C -5.245 4.885 -0.061 -0.34
O -4.179 4.665 0.491 0.00
N -5.651 4.337 -1.256 -0.18
C -6.851 4.833 -1.999 -0.05
C -4.709 3.530 -2.069 -0.06
H -6.082 5.493 0.316 0.13
H -7.580 5.244 -1.300 0.08
H -7.427 4.074 -2.528 0.08
H -6.442 5.555 -2.706 0.09
H -4.667 4.029 -3.037 0.07
H -3.694 3.516 -1.671 0.08
H -5.004 2.507 -2.301 0.08
C -2.874 -4.900 -4.674 -0.31
O -4.021 -4.661 -5.058 -0.02
N -1.735 -4.332 -5.233 -0.16
C -1.782 -3.351 -6.379 -0.02
C -0.426 -4.682 -4.742 -0.09
H -2.637 -5.682 -3.937 0.12
H -1.011 -2.595 -6.229 0.08
H -2.762 -2.874 -6.386 0.06
H -1.644 -3.843 -7.342 0.08
H 0.144 -5.121 -5.562 0.09
H 0.070 -3.796 -4.347 0.07
H -0.298 -5.350 -3.890 0.08
C -1.764 3.151 3.498 -0.40
O -2.956 3.188 3.586 0.02
N -0.970 2.687 4.423 -0.18
C 0.482 2.634 4.323 -0.04
C -1.493 2.252 5.723 -0.02
H -1.135 3.657 2.750 0.12
H 0.851 1.642 4.584 0.05
H 0.877 3.307 5.084 0.09
H 0.912 3.006 3.393 0.08
H -2.574 2.119 5.764 0.09
H -0.988 1.309 5.932 0.07
H -1.161 2.993 6.451 0.09
C -1.250 3.690 -5.058 -0.36
O -1.799 3.898 -3.991 -0.01
N -0.905 4.682 -5.873 -0.15
C -0.256 4.432 -7.198 -0.04
C -1.042 6.125 -5.535 -0.03
H -0.930 2.724 -5.478 0.11
H -0.180 3.370 -7.432 0.08
H 0.780 4.763 -7.267 0.07
H -0.861 4.942 -7.947 0.08
H -0.155 6.751 -5.447 0.07
H -1.550 6.669 -6.331 0.08
H -1.698 6.220 -4.669 0.08
C 0.697 5.043 0.171 -0.29
O 0.797 4.655 1.385 -0.08
N -0.112 5.997 -0.354 -0.16
C -0.077 6.351 -1.801 -0.02
C -0.754 6.886 0.578 -0.06
H 1.269 4.530 -0.618 0.12
H -1.088 6.288 -2.201 0.08
H 0.655 5.792 -2.384 0.07
H 0.253 7.384 -1.914 0.09
H -0.294 7.874 0.551 0.09
H -1.829 7.057 0.519 0.09
H -0.643 6.541 1.606 0.08
C -0.851 -5.232 -0.910 -0.39
O -1.757 -5.195 -1.682 0.01
N -0.450 -6.341 -0.342 -0.18
C 0.544 -6.275 0.694 -0.06
C -0.925 -7.666 -0.704 -0.02
H -0.217 -4.374 -0.636 0.14
H 1.308 -6.919 0.258 0.08
H 0.259 -6.761 1.627 0.09
H 0.914 -5.269 0.891 0.08
H -1.636 -7.724 -1.528 0.09
H 0.002 -8.143 -1.023 0.09
H -1.425 -8.219 0.090 0.10
C -4.728 -1.313 0.580 -0.39
O -5.184 -2.260 1.196 0.00
N -4.546 -0.117 1.055 -0.16
C -3.953 0.961 0.267 -0.03
C -4.804 0.086 2.496 -0.01
H -4.371 -1.401 -0.458 0.12
H -3.751 0.561 -0.727 0.08
H -2.955 1.295 0.553 0.06
H -4.606 1.833 0.302 0.08
H -5.565 0.866 2.509 0.09
H -5.228 -0.750 3.052 0.08
H -3.921 0.396 3.056 0.08
C 4.281 -2.785 0.355 -0.29
O 4.754 -2.086 1.299 -0.05
N 4.608 -2.501 -0.954 -0.18
C 3.865 -3.217 -2.001 -0.04
C 5.451 -1.335 -1.253 -0.04
H 3.618 -3.648 0.519 0.10
H 2.998 -2.584 -2.189 0.07
H 3.498 -4.170 -1.620 0.09
H 4.416 -3.397 -2.924 0.09
H 4.858 -0.522 -1.671 0.06
H 6.240 -0.985 -0.588 0.09
H 6.083 -1.668 -2.076 0.08
C -1.449 -1.724 -2.844 -0.34
O -0.294 -1.353 -2.730 -0.02
N -2.336 -1.095 -3.630 -0.17
C -3.695 -1.606 -3.788 -0.04
C -2.042 0.072 -4.447 -0.04
H -1.933 -2.515 -2.250 0.13
H -3.809 -2.467 -3.129 0.09
H -3.696 -2.012 -4.799 0.06
H -4.525 -0.921 -3.614 0.09
H -1.164 0.637 -4.134 0.08
H -2.148 -0.141 -5.510 0.09
H -2.765 0.857 -4.225 0.08
C -2.278 -0.736 7.958 -0.31
O -2.003 -1.129 6.817 -0.02
N -3.230 -1.208 8.798 -0.18
C -3.172 -0.847 10.217 -0.04
C -4.325 -2.009 8.344 -0.07
H -1.731 0.147 8.322 0.13
H -4.182 -0.455 10.332 0.08
H -2.456 -0.066 10.473 0.09
H -3.085 -1.615 10.985 0.09
H -5.327 -1.600 8.478 0.09
H -4.355 -2.414 7.332 0.09
H -4.482 -2.948 8.876 0.09
C -1.737 -5.939 4.347 -0.33
O -1.876 -6.647 3.344 -0.03
N -1.543 -4.620 4.222 -0.18
C -1.235 -3.776 5.368 -0.05
C -1.577 -4.019 2.890 -0.03
H -1.660 -6.365 5.359 0.13
H -1.798 -2.842 5.335 0.07
H -0.188 -3.483 5.449 0.05
H -1.515 -4.371 6.237 0.09
H -0.665 -3.446 2.720 0.06
H -1.429 -4.714 2.063 0.08
H -2.413 -3.329 2.778 0.10
C 2.677 1.636 -5.821 -0.35
O 1.491 1.979 -5.744 -0.01
N 3.319 0.689 -5.147 -0.16
C 4.741 0.569 -5.328 -0.05
C 2.612 -0.130 -4.143 -0.02
H 3.425 2.183 -6.416 0.12
H 5.016 -0.423 -5.686 0.09
H 5.262 0.617 -4.372 0.08
H 5.112 1.346 -5.996 0.09
H 2.512 -1.149 -4.517 0.09
H 3.055 -0.134 -3.147 0.06
H 1.558 0.113 -4.011 0.07
C 1.022 -1.198 0.307 -0.31
O 1.071 -2.282 0.849 0.00
N 0.191 -0.177 0.678 -0.16
C 0.033 1.020 -0.071 -0.07
C -0.762 -0.323 1.752 -0.01
H 1.615 -0.961 -0.590 0.13
H -0.344 0.957 -1.092 0.08
H 0.995 1.478 -0.300 0.06
H -0.635 1.766 0.360 0.09
H -0.910 -1.311 2.187 0.08
H -0.549 0.488 2.449 0.08
H -1.681 -0.055 1.232 0.06
C 6.009 2.127 -0.431 -0.43
O 6.775 2.064 -1.317 0.05
N 4.706 2.273 -0.530 -0.17
C 4.043 2.402 -1.835 -0.03
C 3.814 2.483 0.616 -0.03
H 6.278 2.098 0.636 0.14
H 3.171 1.750 -1.785 0.07
H 4.707 2.162 -2.665 0.07
H 3.651 3.418 -1.878 0.08
H 3.002 1.759 0.556 0.07
H 4.363 2.398 1.554 0.09
H 3.258 3.421 0.624 0.07
C 3.290 7.232 -4.972 -0.32
O 2.183 7.731 -4.725 -0.02
N 3.549 5.922 -5.037 -0.18
C 4.921 5.417 -5.146 -0.04
C 2.538 4.933 -4.913 -0.05
H 4.186 7.867 -5.054 0.13
H 5.034 4.744 -5.996 0.08
H 5.160 4.721 -4.343 0.08
H 5.665 6.212 -5.094 0.09
H 1.519 5.320 -4.895 0.07
H 2.678 4.194 -5.702 0.06
H 2.642 4.356 -3.994 0.09
C 3.637 -0.285 6.117 -0.29
O 4.142 -0.411 7.229 -0.01
N 2.409 -0.861 5.753 -0.18
C 1.989 -0.728 4.391 -0.08
C 1.625 -1.596 6.737 -0.03
H 4.097 0.434 5.422 0.13
H 2.662 -0.079 3.830 0.09
H 0.992 -0.327 4.209 0.06
H 2.016 -1.698 3.895 0.08
H 0.679 -1.062 6.824 0.08
H 1.490 -2.606 6.349 0.06
H 2.198 -1.784 7.645 0.09
```

=====

[2]
Molecular formula: C22H30N4O4
Method: DFT, ωB97M-V/def2-TZVPD

## Properties
**Spin multiplicity**: 1
**E_HOMO**: -0.314 Ha
**Structure (SMILES)**: COCCC(=O)N1CCC(Oc2ccc(C(=O)NCc3cc(C)n(C)n3)cc2)CC1

Geometry as XYZ:
```
60
Properties=species:S:1:pos:R:3:nbo_charge:R:1
C -8.112 -2.344 1.776 -0.25
O -6.755 -2.364 2.139 -0.53
C -5.857 -2.316 1.056 -0.05
C -5.726 -0.920 0.433 -0.54
C -4.636 -0.919 -0.625 0.69
O -4.025 -1.927 -0.926 -0.63
N -4.404 0.263 -1.251 -0.44
C -4.908 1.554 -0.847 -0.22
C -3.879 2.266 0.047 -0.43
C -2.457 1.825 -0.336 0.11
O -1.589 2.872 0.050 -0.49
C -0.250 2.648 0.164 0.31
C 0.515 3.772 0.486 -0.26
C 1.878 3.668 0.637 -0.14
C 2.519 2.439 0.492 -0.17
C 4.002 2.388 0.647 0.66
O 4.721 3.330 0.364 -0.63
N 4.477 1.235 1.168 -0.60
C 5.884 0.923 1.211 -0.25
C 6.146 -0.409 0.589 0.13
C 7.379 -0.960 0.205 -0.34
C 7.075 -2.209 -0.296 0.17
C 7.940 -3.275 -0.861 -0.65
N 5.734 -2.345 -0.192 -0.16
C 4.936 -3.468 -0.585 -0.41
N 5.164 -1.264 0.343 -0.31
C 1.758 1.326 0.160 -0.19
C 0.388 1.424 -0.009 -0.26
C -2.403 1.560 -1.846 -0.45
C -3.288 0.354 -2.179 -0.23
H -8.416 -1.375 1.362 0.16
H -8.338 -3.128 1.043 0.17
H -8.676 -2.530 2.688 0.20
H -6.144 -3.038 0.279 0.17
H -4.889 -2.619 1.462 0.20
H -6.671 -0.627 -0.030 0.22
H -5.486 -0.207 1.223 0.22
H -5.863 1.457 -0.335 0.22
H -5.077 2.134 -1.760 0.20
H -3.949 3.346 -0.082 0.23
H -4.055 2.041 1.099 0.21
H -2.203 0.903 0.204 0.18
H 0.008 4.717 0.608 0.22
H 2.475 4.536 0.871 0.23
H 3.863 0.450 1.314 0.41
H 6.239 0.918 2.252 0.20
H 6.417 1.716 0.676 0.25
H 8.345 -0.505 0.281 0.22
H 7.656 -3.497 -1.890 0.22
H 8.976 -2.952 -0.847 0.23
H 7.851 -4.193 -0.280 0.22
H 3.899 -3.236 -0.351 0.24
H 5.237 -4.366 -0.041 0.20
H 5.032 -3.655 -1.657 0.20
H 2.231 0.368 -0.006 0.22
H -0.164 0.536 -0.275 0.21
H -2.746 2.458 -2.363 0.21
H -1.378 1.370 -2.163 0.23
H -2.731 -0.582 -2.092 0.24
H -3.670 0.432 -3.203 0.20
```

=====

no.,orbital gap (eV),LUMO level (eV),maximum force (eV Å⁻¹)
1,9.100,0.286,4.1
2,9.212,0.664,0.8